The following is a quantum chemistry calculation of a 5-piece molecular cluster, C23H51B2O16P2 overall, from the Open Molecules 2025 dataset.

Results
**Kohn-Sham gap**: 5.6 eV
**LUMO**: 0.0755 hartree
**Charge**: -1

XYZ file:
```
94
Properties=species:S:1:pos:R:3:mulliken_charge:R:1
C 2.67 2.00 -2.68 -1.5391
C 1.73 1.45 -1.60 1.0814
O 0.46 1.19 -2.20 -0.4768
B -0.55 0.79 -1.35 0.4046
O -1.25 1.85 -0.69 -0.8119
C -1.05 -0.70 -1.11 0.1214
O -0.76 -1.44 -2.27 -0.7163
B 0.35 -2.35 -1.81 1.1319
P 0.70 -3.78 -3.09 -0.5359
C 0.57 -5.41 -2.23 -0.6947
C 1.58 -5.59 -1.05 -0.8445
C 2.51 -3.55 -3.56 -0.3855
C 2.62 -2.96 -4.97 -1.1701
O -0.12 -2.74 -0.46 -0.6086
C -0.53 -1.53 0.13 -0.1809
P 1.01 -0.97 1.01 0.9361
C 0.53 0.46 2.09 -1.4987
C 1.38 -2.39 2.15 -0.8400
C 2.81 -2.91 1.92 -0.9747
H 2.26 1.85 -3.67 0.4019
H 2.91 3.05 -2.51 0.2339
H 3.60 1.44 -2.65 0.3418
H 2.12 0.50 -1.26 -0.5043
H 1.65 2.18 -0.80 0.2947
H -1.96 2.10 -1.30 0.2492
H -2.13 -0.59 -0.95 -0.1117
H 1.34 -1.61 -1.76 -0.4713
H 0.75 -6.21 -2.94 0.4475
H -0.45 -5.49 -1.88 0.3540
H 2.33 -6.32 -1.34 0.3905
H 1.05 -5.97 -0.18 0.2800
H 2.05 -4.65 -0.80 0.0031
H 3.03 -4.50 -3.48 0.4295
H 2.95 -2.88 -2.83 0.1455
H 1.63 -2.74 -5.33 0.3312
H 3.26 -2.09 -5.00 0.2698
H 3.04 -3.70 -5.66 0.3563
H -1.33 -1.72 0.85 0.4583
H 1.39 0.85 2.61 0.3854
H -0.25 0.22 2.80 0.3693
H 0.13 1.23 1.42 0.3095
H 0.67 -3.20 1.99 0.3992
H 1.27 -2.08 3.19 0.6195
H 3.49 -2.53 2.68 0.2905
H 2.84 -3.99 1.88 0.3289
H 3.16 -2.54 0.97 0.1145
C -4.56 0.76 1.29 -0.6521
O -4.08 -0.50 1.78 -0.1801
C -5.01 -1.31 2.25 0.8145
O -6.20 -1.09 2.29 -0.6714
O -4.42 -2.43 2.67 -0.2692
C -5.32 -3.41 3.21 -0.6504
H -3.69 1.31 0.94 0.1290
H -5.24 0.61 0.46 0.3424
H -5.05 1.32 2.09 0.3259
H -6.03 -3.73 2.45 0.2985
H -5.84 -3.01 4.08 0.2640
H -4.70 -4.25 3.50 0.2328
C 4.67 0.09 0.50 -0.2011
O 4.82 1.47 0.91 -0.1858
C 6.08 1.85 1.10 0.6926
O 7.06 1.17 0.99 -0.5496
O 6.06 3.14 1.47 -0.3400
C 7.35 3.69 1.71 -0.6612
H 3.60 -0.07 0.38 -0.4604
H 5.18 -0.09 -0.44 0.3847
H 5.05 -0.57 1.27 0.3941
H 7.97 3.65 0.81 0.2913
H 7.85 3.17 2.53 0.2919
H 7.20 4.73 1.99 0.2212
C 1.70 5.51 -3.61 -0.4974
O 1.88 6.27 -4.81 -0.3340
C 3.09 6.15 -5.35 0.7955
O 4.00 5.49 -4.92 -0.5463
O 3.13 6.90 -6.46 -0.3285
C 4.38 6.86 -7.15 -0.6303
H 0.68 5.70 -3.27 0.2627
H 1.81 4.45 -3.80 0.1713
H 2.39 5.83 -2.83 0.3049
H 4.60 5.84 -7.47 0.2984
H 5.18 7.23 -6.52 0.2892
H 4.27 7.50 -8.02 0.2129
C -10.26 -0.88 7.62 -0.6339
O -10.02 -0.07 6.48 -0.3328
C -8.78 -0.18 5.97 0.7537
O -7.91 -0.89 6.41 -0.5437
O -8.69 0.62 4.92 -0.3296
C -7.40 0.60 4.27 -0.5724
H -11.29 -0.70 7.92 0.2136
H -10.14 -1.94 7.37 0.2941
H -9.59 -0.62 8.43 0.2895
H -7.17 -0.39 3.90 0.3368
H -6.63 0.94 4.96 0.3087
H -7.46 1.29 3.44 0.2413
```

---

The following is a quantum chemistry calculation of a 2-piece molecular cluster, C31H36N3 overall, from the Open Molecules 2025 dataset.

Results
**Kohn-Sham gap**: 5.6 eV
**Energy relative to the best compared isomer or geometry (same formula, charge and spin)**: 2.491 eV
**LUMO**: -0.1525 hartree
**Charge**: +1

XYZ file:
```
70
Properties=species:S:1:pos:R:3:mulliken_charge:R:1
C -4.20 1.61 1.70 -0.5788
C -4.15 0.41 0.97 -0.5430
C -2.97 -0.33 0.93 -0.5168
C -1.82 0.12 1.61 1.0573
C -0.53 -0.50 1.37 -1.1603
C 0.53 -0.43 2.27 -0.3233
N 1.37 -1.45 2.56 0.5415
C 2.39 -1.17 3.56 -0.6057
C 3.55 -2.16 3.56 -0.7944
C 3.07 -3.60 3.57 -0.7056
C 2.05 -3.86 2.46 -0.7944
C 0.91 -2.83 2.43 -0.5245
C -1.92 1.25 2.44 -0.3218
C -3.09 2.01 2.45 -0.8288
H -5.10 2.21 1.70 0.4235
H -5.03 0.07 0.42 0.5120
H -2.93 -1.27 0.37 0.4064
H -0.46 -1.25 0.58 0.5400
H 0.76 0.52 2.77 0.3824
H 2.77 -0.15 3.37 0.3523
H 1.93 -1.16 4.57 0.3161
H 4.17 -1.99 2.67 0.3242
H 4.17 -1.95 4.43 0.3727
H 3.92 -4.27 3.44 0.3291
H 2.61 -3.84 4.54 0.3425
H 2.57 -3.84 1.49 0.3283
H 1.61 -4.85 2.56 0.3500
H 0.22 -3.08 3.26 0.3128
H 0.35 -2.94 1.50 0.3141
H -1.07 1.53 3.06 0.3515
H -3.12 2.93 3.04 0.3990
C -5.81 0.51 -2.96 -0.7478
N -4.55 0.88 -3.56 0.2257
C -4.51 0.83 -5.01 -1.0785
C -3.38 0.97 -2.80 0.0024
C -2.39 -0.02 -2.89 -0.8010
C -1.27 0.05 -2.08 -0.9393
C -1.06 1.15 -1.23 1.0377
C 0.13 1.18 -0.40 -0.7146
C 1.39 0.84 -0.90 0.9834
C 2.65 1.06 -0.19 0.5312
C 2.99 1.70 0.99 -0.1446
C 4.36 1.87 1.30 -0.8776
C 5.37 1.44 0.41 -0.8194
C 5.03 0.84 -0.81 -0.8926
C 3.68 0.67 -1.06 -0.1652
N 3.10 0.26 -2.27 0.0957
C 3.82 -0.17 -3.45 -0.9090
C 1.75 0.35 -2.18 -0.6497
C -2.04 2.17 -1.18 -0.5745
C -3.19 2.07 -1.93 -0.4863
H -5.72 0.47 -1.87 0.1061
H -6.59 1.24 -3.23 0.3198
H -6.14 -0.48 -3.33 0.3063
H -3.52 1.14 -5.36 0.3211
H -4.73 -0.18 -5.38 0.3417
H -5.26 1.53 -5.40 0.3340
H -2.55 -0.87 -3.56 0.4268
H -0.54 -0.76 -2.11 0.6746
H 0.13 1.81 0.50 0.5829
H 2.21 2.08 1.66 0.4746
H 4.64 2.34 2.24 0.4290
H 6.41 1.61 0.66 0.4200
H 5.77 0.51 -1.54 0.2784
H 4.89 -0.16 -3.25 0.2936
H 3.51 -1.19 -3.73 0.3307
H 3.60 0.49 -4.30 0.3421
H 1.13 0.12 -3.04 0.7942
H -1.88 3.03 -0.52 0.4332
H -3.98 2.83 -1.86 0.4564
```

---

The following is a quantum chemistry calculation of a 2-piece molecular cluster, C3H3NO2 overall, from the Open Molecules 2025 dataset.

Results
**Kohn-Sham gap**: 10.1 eV
**Energy relative to the best compared isomer or geometry (same formula, charge and spin)**: 2.217 eV
**LUMO**: 0.0150 hartree
**SMILES**: C=C=O.N=C=O
**Charge**: 0

XYZ file:
```
9
Properties=species:S:1:pos:R:3:mulliken_charge:R:1
C -0.82 -0.75 -0.84 -1.0862
C -1.42 0.35 -0.44 0.8475
O -2.12 1.24 -0.16 -0.3343
H 0.17 -0.86 -1.22 0.3185
H -1.18 -1.72 -0.63 0.2566
N 1.98 0.56 0.54 -0.4680
C 0.91 0.35 1.10 0.6247
O 0.16 0.39 2.04 -0.4292
H 2.32 0.43 -0.38 0.2705
```

---

The following is a quantum chemistry calculation of a 2-piece molecular cluster, C6H10N overall, from the Open Molecules 2025 dataset.

Results
**Kohn-Sham gap**: 8.6 eV
**Energy relative to the best compared isomer or geometry (same formula, charge and spin)**: 3.573 eV
**LUMO**: -0.2267 hartree
**Charge**: +1

XYZ file:
```
17
Properties=species:S:1:pos:R:3:mulliken_charge:R:1
C 0.97 -1.90 -0.20 -0.3267
C -1.85 2.35 -0.57 -0.4612
C -1.23 3.23 0.40 -0.2992
C 0.08 1.00 0.09 -0.4014
C -0.34 2.19 -0.45 -0.0199
C 1.73 -4.35 0.24 -0.5946
N 1.27 -3.04 0.02 0.0864
H 0.95 0.37 -0.23 0.2651
H -2.43 1.37 -0.18 0.2330
H -2.24 2.60 -1.50 0.3055
H -1.15 4.34 0.27 0.2798
H -1.18 2.95 1.44 0.2548
H -0.58 0.51 0.74 0.3484
H 0.25 2.65 -1.13 0.4990
H 2.27 -4.54 1.24 0.2649
H 2.50 -4.64 -0.48 0.2850
H 0.97 -5.10 0.29 0.2811
```

---

The following is a quantum chemistry calculation of one molecule with the formula C6H6N2, from the Open Molecules 2025 dataset.

Results
**Kohn-Sham gap**: 9.2 eV
**Energy relative to the best compared isomer or geometry (same formula, charge and spin)**: 1.971 eV
**LUMO**: -0.0044 hartree
**SMILES**: C=Cc1cncnc1
**Charge**: 0

XYZ file:
```
14
Properties=species:S:1:pos:R:3:mulliken_charge:R:1
C 2.01 1.50 -0.37 -0.9035
C 1.51 0.28 -0.51 -0.0786
C 0.13 -0.15 -0.27 0.5482
C -0.50 -1.39 -0.54 -0.1555
N -1.65 -1.90 -0.12 -0.5013
C -2.11 -1.09 0.97 -0.0541
N -1.86 0.23 1.10 -0.4734
C -0.65 0.77 0.47 -0.0809
H 1.39 2.45 -0.38 0.1979
H 2.97 1.66 -0.58 0.3445
H 2.19 -0.58 -0.64 0.2670
H -0.09 -2.15 -1.24 0.3798
H -3.06 -1.46 1.51 0.2877
H -0.28 1.82 0.61 0.2224
```

---

The following is a quantum chemistry calculation of one molecule with the formula C3H3NOS, from the Open Molecules 2025 dataset.

Results
**Kohn-Sham gap (spin up / spin down)**: 5.4 / 5.4 eV
**Energy relative to the best compared isomer or geometry (same formula, charge and spin)**: 4.362 eV
**LUMO (spin up / spin down)**: -0.0920 / -0.0907 hartree
**Charge**: 0

XYZ file:
```
9
Properties=species:S:1:pos:R:3:mulliken_charge:R:1
C 0.03 -0.12 -0.23 0.4367
C 1.32 0.40 -0.74 0.0696
C -1.34 0.13 0.22 -0.2043
N -0.49 -0.99 0.62 -0.2495
O 1.29 1.46 -1.35 -0.4887
S 3.04 -0.33 -0.53 -0.3119
H -1.52 0.94 0.92 0.2388
H -2.17 -0.14 -0.41 0.2222
H -0.17 -1.34 1.51 0.2871
```

---

The following is a quantum chemistry calculation of C19H35HgO17S4 as an isolated structure, from the Open Molecules 2025 dataset.

Results
**Kohn-Sham gap**: 6.5 eV
**Energy relative to the best compared isomer or geometry (same formula, charge and spin)**: 0.914 eV
**LUMO**: 0.0667 hartree
**Charge**: -1

XYZ file:
```
76
Properties=species:S:1:pos:R:3:mulliken_charge:R:1
Hg -0.88 -0.15 1.14 4.4538
O -2.22 -3.13 1.71 -0.2966
C -2.56 -2.34 2.74 0.4582
O -2.15 -1.14 2.81 -0.5857
O -3.25 -2.80 3.67 -0.7927
H -2.68 -3.96 1.86 0.2179
O -4.43 0.87 -1.29 -0.6540
C -4.11 0.34 -0.06 0.3550
O -4.86 -0.43 0.54 -0.7098
O -2.94 0.65 0.37 -0.3921
H -3.63 1.39 -1.48 0.3906
O -1.07 3.75 3.50 -0.4976
C -1.33 2.41 3.42 0.3237
O -2.00 1.90 4.35 -0.7566
O -0.80 1.74 2.50 -0.5827
H -1.44 4.07 4.32 0.2729
C -3.34 -1.68 -3.17 -0.6841
C -3.04 -2.88 -2.24 -0.5559
C -1.55 -3.20 -2.47 -0.4181
S -0.85 -1.48 -2.38 0.9883
O 0.38 -1.24 -3.09 -0.9388
O -0.99 -1.01 -1.01 -1.2885
C -2.11 -0.82 -3.43 -0.5129
H -4.15 -1.09 -2.73 0.3058
H -3.78 -1.97 -4.13 0.3653
H -3.74 -3.70 -2.40 0.5137
H -3.14 -2.64 -1.18 0.0970
H -1.19 -3.66 -3.39 0.4077
H -1.09 -3.79 -1.67 0.0102
H -1.68 -0.93 -4.43 0.4234
H -2.17 0.27 -3.45 0.1992
C 2.25 -4.70 -0.25 -0.3519
C 1.68 -5.65 0.85 -0.7284
C 0.66 -4.89 1.62 -0.5030
S 1.34 -3.21 1.83 1.0047
O 1.98 -2.98 3.11 -0.7708
O 0.42 -2.19 1.37 -0.6934
C 2.66 -3.43 0.51 -0.7165
H 1.40 -4.45 -0.89 -0.0281
H 3.06 -5.14 -0.82 0.4465
H 2.51 -5.86 1.53 0.3171
H 1.43 -6.60 0.39 0.3839
H 0.46 -5.26 2.62 0.5103
H -0.27 -4.81 1.05 0.0806
H 3.62 -3.66 0.97 0.4145
H 2.75 -2.55 -0.12 0.3026
C 0.18 4.94 -3.03 -0.7392
C 0.39 5.25 -1.55 -0.4573
C -0.61 4.39 -0.81 -0.6729
S -0.93 2.88 -1.77 1.2347
O -2.28 2.91 -2.27 -0.8612
O -0.40 1.81 -0.99 -0.4470
C 0.17 3.39 -3.15 -0.7965
H 0.79 5.47 -3.76 0.4430
H -0.83 5.26 -3.33 0.2903
H 0.32 6.34 -1.46 0.3746
H 1.44 5.09 -1.29 0.1927
H -1.62 4.77 -0.62 0.4097
H -0.31 4.04 0.18 0.1027
H -0.23 3.02 -4.09 0.4926
H 1.22 3.16 -3.00 0.2874
C 3.84 2.59 2.87 -0.6333
C 3.53 3.20 1.53 -0.3641
C 3.54 2.02 0.55 -0.9747
S 2.80 0.59 1.45 0.7978
O 3.76 -0.49 1.54 -0.7786
O 1.41 0.39 1.13 -0.6738
C 2.82 1.49 3.05 -0.4387
H 3.85 3.27 3.72 0.3759
H 4.85 2.17 2.81 0.2847
H 4.26 3.95 1.22 0.3377
H 2.54 3.61 1.35 0.1825
H 4.55 1.61 0.43 0.4236
H 3.10 2.16 -0.44 0.3561
H 2.89 0.85 3.93 0.4843
H 1.81 1.91 3.10 -0.0180
```

---

The following is a quantum chemistry calculation of C28H18BrMnN9O4SSe as an isolated structure, from the Open Molecules 2025 dataset.

Results
**Kohn-Sham gap (spin up / spin down)**: 5.9 / 6.7 eV
**Multiplicity**: 6
**LUMO (spin up / spin down)**: -0.0453 / -0.0453 hartree
**Charge**: 0

XYZ file:
```
63
Properties=species:S:1:pos:R:3:mulliken_charge:R:1
Mn -0.45 0.76 -0.14 0.3513
N 4.83 -1.13 -5.54 -0.5315
C 4.43 -0.77 -4.27 1.0972
C 3.66 -1.63 -3.50 -0.8203
C 3.22 -1.26 -2.24 -0.3680
C 3.57 0.00 -1.75 -0.4399
C 4.33 0.87 -2.50 -0.4394
C 4.77 0.49 -3.75 -0.7505
S 2.90 0.49 -0.20 1.2188
O 3.73 1.47 0.43 -0.7207
O 2.56 -0.69 0.56 -0.6874
N 1.43 1.13 -0.62 -0.1772
C 1.25 2.45 -0.83 0.7704
N -0.09 2.77 -0.70 -0.3067
C -0.40 4.06 -0.71 0.1690
C 0.55 5.04 -0.90 -0.9076
C 1.84 4.61 -1.18 -0.1887
N 2.19 3.33 -1.15 -0.3895
H 4.79 -2.11 -5.77 0.2169
H 5.59 -0.62 -5.96 0.2131
H 3.40 -2.61 -3.89 0.2998
H 2.63 -1.92 -1.63 0.4903
H 4.59 1.84 -2.08 0.4425
H 5.37 1.17 -4.35 0.2817
H -1.45 4.30 -0.59 0.4315
H 0.29 6.09 -0.87 0.3882
H 2.62 5.31 -1.45 0.4142
Se -5.84 0.97 5.30 0.2599
N -5.86 0.97 3.53 -0.8599
C -4.62 0.95 3.12 0.9155
C -4.23 0.95 1.72 0.3026
C -5.15 0.97 0.68 -0.5897
C -4.70 0.97 -0.62 -0.8726
C -3.33 0.97 -0.84 -0.5063
N -2.43 0.96 0.14 0.3416
C -2.86 0.94 1.42 -0.0248
C -1.86 0.90 2.46 0.2684
N -0.56 0.83 2.08 -0.0870
C 0.39 0.77 3.00 -0.0486
C 0.12 0.81 4.36 -0.9441
C -1.19 0.87 4.78 -0.5536
C -2.21 0.90 3.82 0.3277
C -3.61 0.93 4.16 0.9474
N -4.06 0.95 5.39 -0.8725
H -6.21 0.97 0.91 0.5358
H -5.38 0.98 -1.45 0.4274
H -2.93 0.96 -1.84 0.5093
H 1.41 0.68 2.63 0.3323
H 0.93 0.77 5.08 0.4631
H -1.46 0.89 5.82 0.5409
Br -1.78 -7.40 0.04 -0.2067
C -0.79 -5.78 0.04 0.0094
C 0.59 -5.82 0.15 -0.2433
N 1.32 -4.71 0.21 -0.5996
C 0.71 -3.53 0.12 -0.5251
C -0.66 -3.42 -0.05 0.5474
C -1.44 -4.57 -0.08 -0.4797
C -1.33 -2.08 -0.21 0.3081
O -2.54 -1.97 -0.04 -0.6894
O -0.52 -1.11 -0.51 -0.7254
H 1.13 -6.76 0.21 0.3974
H 1.33 -2.65 0.22 0.7713
H -2.51 -4.49 -0.18 0.5653
```

---

Max |F| values (in eV/Å) by entry order: 1.40 1.29 3.71 5.18 4.84 4.44 4.78 2.48.